Entry from the Open Molecules 2025 dataset: a structure of composition C27H57IN4O10P2S2 (ωB97M-V with the def2-TZVPD basis set).

XYZ file:
```
103
Properties=species:S:1:pos:R:3:forces:R:3
O -1.4628 -5.5094 -3.5889 -0.50 -1.01 -0.93
S -0.1603 -4.9206 -3.3861 -1.26 1.24 -1.00
O -0.0150 -4.5435 -2.0163 1.27 0.42 1.29
N -0.0841 -3.6463 -4.3892 1.08 -0.62 0.22
S 1.2173 -3.3863 -5.2519 -1.05 -0.37 0.54
O 1.7614 -4.5523 -5.9320 0.68 -1.02 0.54
O 0.8882 -2.3421 -6.1593 -0.25 1.63 -0.89
P 2.9207 -2.3575 -4.2763 0.10 1.21 -0.43
O 4.1407 -3.4477 -4.2493 -0.05 -0.63 0.04
I 2.3393 -1.9739 -1.9483 0.05 -0.37 -0.06
P 1.1831 -6.6265 -3.6066 -0.80 -1.91 2.49
O 1.0457 -7.2470 -5.0967 -0.03 0.79 -0.42
O 2.7147 -6.1744 -3.3144 0.15 0.10 -1.48
H 4.2308 -3.7968 -5.1522 -0.02 -0.02 0.18
H 0.4702 -6.6891 -5.6466 0.42 0.01 -0.24
H 3.1946 -6.0927 -4.1582 0.08 0.49 0.24
C -6.3226 -8.1045 0.4606 0.26 -0.23 -0.12
C -6.0929 -6.5994 0.6866 -0.85 -1.35 -0.22
C -6.1819 -5.8442 -0.6403 0.40 0.30 -0.30
C -4.9578 -6.0454 -1.5312 -0.06 0.01 0.14
C -3.6828 -5.6795 -0.7756 -0.57 0.32 -0.25
C -3.5380 -6.4273 0.5440 1.11 -1.34 -0.38
N -4.7880 -6.3541 1.3711 -0.16 1.68 -0.95
O -4.8384 -5.2169 1.9700 0.05 0.04 0.86
C -3.1482 -7.8905 0.2492 -0.22 -0.22 -0.04
C -2.3533 -5.8622 1.3137 -0.10 0.40 0.42
C -7.2534 -6.1716 1.5731 0.04 0.41 0.33
H -7.1943 -8.2530 -0.1779 -0.08 0.09 0.05
H -5.4979 -8.6197 -0.0197 0.02 0.07 -0.02
H -6.5129 -8.6107 1.4081 0.04 0.04 0.05
H -6.2964 -4.7745 -0.4381 0.08 0.00 0.13
H -7.0871 -6.1523 -1.1682 -0.07 -0.08 0.10
H -4.9160 -7.0778 -1.8897 0.02 -0.02 0.02
H -5.0404 -5.4187 -2.4197 0.02 -0.01 -0.03
H -2.8224 -5.8720 -1.4096 0.26 -0.06 0.02
H -3.6866 -4.6011 -0.5896 -0.02 0.00 0.12
H -3.2826 -8.5189 1.1319 -0.05 0.00 0.01
H -2.0994 -7.9418 -0.0360 0.05 0.14 0.01
H -3.6975 -8.3290 -0.5815 -0.05 0.00 0.03
H -2.4461 -4.7930 1.4862 -0.10 0.01 0.07
H -1.4436 -6.0174 0.7374 -0.03 -0.05 -0.12
H -2.2399 -6.3604 2.2791 -0.03 0.00 0.01
H -7.1920 -6.6418 2.5554 0.04 0.01 0.02
H -8.1894 -6.4794 1.1064 0.02 -0.10 -0.08
H -7.2917 -5.0938 1.7125 0.08 0.02 0.03
C -2.3447 1.2882 1.4625 -0.21 0.34 0.00
C -0.9640 1.2384 0.7832 -1.23 -0.54 1.03
C 0.1013 1.8340 1.7031 0.38 0.47 -0.10
C 0.0439 3.3573 1.7913 0.01 -0.06 -0.02
C 0.1178 3.9701 0.3947 0.35 -0.28 0.36
C -0.9489 3.4245 -0.5527 -1.27 1.22 0.07
N -0.9929 1.9311 -0.5402 1.85 0.22 0.41
O -0.0363 1.4803 -1.2707 -0.13 -0.41 -0.70
C -2.3171 4.0285 -0.1719 -0.14 -0.08 0.21
C -0.6805 3.9321 -1.9624 0.33 -0.29 -0.35
C -0.6882 -0.2471 0.6094 0.33 -0.24 -0.41
H -2.2646 0.9234 2.4867 0.08 -0.12 -0.02
H -2.7868 2.2780 1.5223 0.07 0.01 0.00
H -3.0532 0.6487 0.9363 0.02 -0.01 -0.07
H 1.0926 1.5439 1.3414 -0.04 0.00 -0.14
H 0.0033 1.3970 2.6979 -0.11 -0.10 -0.01
H -0.8661 3.6749 2.3099 -0.04 -0.02 -0.04
H 0.8805 3.7233 2.3898 0.02 0.01 -0.01
H 0.0208 5.0561 0.4639 -0.11 0.03 -0.12
H 1.1120 3.7745 -0.0182 -0.02 -0.08 -0.05
H -3.1323 3.4796 -0.6439 0.00 -0.05 0.01
H -2.3755 5.0617 -0.5134 0.11 0.00 -0.09
H -2.4938 4.0643 0.9011 -0.01 -0.08 0.00
H 0.3146 3.6691 -2.3121 -0.01 -0.14 -0.01
H -0.7543 5.0192 -1.9754 -0.06 0.04 0.12
H -1.4095 3.5320 -2.6680 0.00 -0.04 -0.01
H -1.3898 -0.7030 -0.0885 0.01 0.02 -0.06
H -0.7985 -0.7506 1.5699 -0.09 0.10 0.10
H 0.3186 -0.4500 0.2528 0.01 0.08 -0.10
C 5.1959 7.5334 -0.2557 0.36 0.00 0.11
C 4.1156 6.9556 0.6762 0.61 0.87 -1.30
C 3.7606 7.9633 1.7692 0.03 -0.06 0.59
C 4.8292 8.0841 2.8526 -0.03 -0.08 -0.04
C 5.1345 6.7104 3.4480 -0.42 0.37 -0.02
C 5.5234 5.6760 2.3933 1.73 -0.07 0.03
N 4.5515 5.6486 1.2562 -1.24 0.63 1.42
O 3.5118 4.9804 1.6095 -0.23 -0.73 -0.36
C 6.9548 5.9720 1.9003 0.04 0.20 -0.17
C 5.6082 4.3008 3.0405 -0.43 -0.32 0.02
C 2.9040 6.7656 -0.2245 -0.35 -0.37 0.11
H 4.9314 8.5521 -0.5400 -0.13 -0.01 -0.03
H 6.1896 7.5834 0.1773 -0.04 0.00 0.06
H 5.2708 6.9420 -1.1681 -0.02 -0.08 0.01
H 2.8184 7.6656 2.2401 0.02 -0.14 -0.02
H 3.5773 8.9370 1.3128 0.01 -0.02 -0.14
H 5.7341 8.5430 2.4454 0.02 -0.04 -0.03
H 4.4782 8.7517 3.6417 0.00 0.02 0.00
H 5.9392 6.7923 4.1811 0.08 -0.11 -0.03
H 4.2519 6.3608 3.9925 -0.04 -0.07 -0.08
H 7.1716 5.4297 0.9800 -0.03 0.01 -0.04
H 7.6788 5.6518 2.6482 -0.08 -0.09 0.08
H 7.1501 7.0300 1.7381 -0.04 0.00 -0.06
H 4.6814 4.0187 3.5334 -0.08 -0.01 -0.11
H 6.3909 4.3050 3.7974 0.08 0.11 -0.02
H 5.8518 3.5356 2.3029 -0.02 -0.01 -0.02
H 3.0925 6.0051 -0.9822 0.00 -0.04 0.02
H 2.6880 7.7053 -0.7324 0.10 0.07 -0.01
H 2.0153 6.4782 0.3318 0.02 -0.08 0.04
```
Forces are in eV/Å.

Properties
**Total charge**: -1
**2S+1**: 4
**Kohn-Sham gap (alpha / beta)**: 7.157 / 6.800 eV
**E_HOMO (alpha / beta)**: -5.338 / -5.338 eV
**Lowest unoccupied orbital energy (alpha / beta)**: 0.0669 / 0.0537 Eh

***

Entry from the Open Molecules 2025 dataset: a cluster of 4 separate species, C27H57N2O17P4 in total (ωB97M-V with the def2-TZVPD basis set).

XYZ file:
```
107
Properties=species:S:1:pos:R:3:forces:R:3
N 2.0792 3.9496 9.3165 -0.34 -2.06 -0.37
P 1.3478 2.5849 9.0914 1.09 2.56 4.11
O -0.2332 2.6337 9.5980 1.89 -1.10 -2.40
O 2.0994 1.4108 10.0123 -2.37 0.40 -2.05
N 1.4678 2.1835 7.3499 -0.20 -1.79 -1.29
C 2.3483 1.1353 7.0265 0.44 -0.97 -3.13
C 2.5688 0.7023 5.6391 -2.15 2.70 0.59
C 1.8223 1.4150 4.5509 0.33 0.53 2.82
C 2.0667 0.9704 3.0740 0.43 -0.21 -0.63
O 1.1884 0.7473 2.3020 0.22 0.64 0.84
O 3.4130 0.8294 2.6801 -1.57 -0.42 1.63
C 0.9307 2.5128 4.9485 1.25 -1.48 1.06
C 0.7662 2.8757 6.3792 0.52 0.07 -2.33
C -0.1789 4.0680 6.7063 -2.22 -1.68 -1.11
C -1.6512 3.5899 6.0618 -2.77 -0.65 0.73
C -2.9401 4.4787 6.6283 2.92 0.14 0.69
O -2.5509 2.9625 7.0157 4.47 1.34 -1.42
H 2.8473 3.7130 9.9681 -0.30 0.72 -0.33
H -0.8698 2.4141 8.8805 -0.15 0.00 0.53
H 1.4127 0.7828 10.3315 0.59 0.18 0.03
H 2.9435 0.5921 7.8064 -1.05 1.01 -0.44
H 3.2642 -0.1197 5.3542 -0.63 0.76 0.80
H 3.8001 0.2029 3.3288 0.30 0.62 -0.58
H 0.3644 3.0639 4.1488 0.71 -0.56 1.09
H -0.4038 4.2116 7.7927 0.59 0.19 -1.04
H 0.0685 5.0133 6.1553 0.26 -0.96 0.72
H -1.6726 3.2685 4.9468 -0.24 0.45 2.11
H -3.4217 4.4775 7.6402 -1.67 0.57 -1.56
H -2.1453 5.2590 6.9770 -0.46 -0.98 0.85
O -4.3292 3.9671 2.5104 -2.11 2.76 -2.24
P -5.5932 3.2288 2.1111 2.12 -7.07 4.25
O -6.0955 2.7760 3.6125 -0.38 0.82 -0.61
C -6.6107 3.7708 4.4910 -0.26 0.11 0.31
C -8.0884 3.9959 4.2359 -0.09 0.05 -0.11
O -4.8232 1.8166 1.7001 -0.45 0.53 -0.93
C -3.6146 1.8710 0.9446 0.25 -0.19 0.14
C -2.4601 1.4316 1.8169 0.25 -0.10 0.10
O -7.0166 2.5753 1.4875 0.93 3.01 -0.39
C -7.0358 1.9321 0.2100 -0.33 -0.14 -0.73
C -7.2611 0.4484 0.4214 0.09 -0.16 0.35
H -6.0476 4.7038 4.3903 0.06 -0.06 0.02
H -6.4643 3.4057 5.5103 0.11 -0.08 -0.12
H -8.2474 4.4321 3.2462 -0.03 0.04 0.06
H -8.5130 4.6690 4.9834 0.02 0.00 -0.04
H -8.6321 3.0497 4.2606 0.07 0.04 0.07
H -3.4421 2.8674 0.5343 0.03 -0.01 0.12
H -3.7205 1.1852 0.0983 -0.06 -0.02 0.05
H -2.3676 2.0707 2.6984 -0.09 0.15 -0.09
H -1.5185 1.4599 1.2632 -0.04 -0.05 0.00
H -2.6229 0.4139 2.1797 0.01 0.02 -0.11
H -6.1243 2.1269 -0.3584 0.00 -0.07 0.12
H -7.8699 2.3503 -0.3594 0.07 0.09 0.08
H -6.4489 0.0016 0.9963 0.04 0.12 -0.11
H -7.3423 -0.0745 -0.5330 -0.04 0.11 -0.02
H -8.1772 0.2816 0.9926 -0.03 0.07 -0.14
O -1.2557 0.2855 -3.0765 0.56 1.07 -3.99
P -1.3246 -1.0277 -3.8314 -1.50 -4.61 6.97
O -2.7843 -1.5523 -3.2771 0.20 0.45 -0.96
C -3.9638 -0.8993 -3.7320 -0.38 -0.02 -0.08
C -4.4282 -1.4899 -5.0491 0.04 0.00 -0.15
O -0.3683 -1.8694 -2.7647 0.56 0.15 -1.00
C 0.8167 -1.2642 -2.2526 -0.03 -0.04 0.39
C 0.6359 -0.9763 -0.7776 -0.02 0.05 0.19
O -1.2808 -2.3692 -4.8506 0.18 3.04 -0.94
C -0.0469 -3.0300 -5.1470 0.55 -0.38 -0.54
C -0.0605 -4.3940 -4.4876 -0.22 -0.08 0.31
H -3.7981 0.1791 -3.8214 0.03 -0.01 0.07
H -4.7306 -1.0531 -2.9688 0.16 -0.03 0.06
H -3.7062 -1.2796 -5.8425 -0.07 0.02 -0.01
H -5.3948 -1.0746 -5.3413 0.04 0.01 0.00
H -4.5161 -2.5754 -4.9747 -0.04 0.08 0.06
H 1.0744 -0.3575 -2.8032 -0.11 0.03 0.08
H 1.6387 -1.9744 -2.3929 -0.07 -0.07 -0.06
H -0.2124 -0.3118 -0.6068 0.07 0.07 -0.14
H 1.5325 -0.5145 -0.3567 -0.03 -0.02 -0.01
H 0.4284 -1.9005 -0.2324 0.09 0.00 -0.07
H 0.8172 -2.4389 -4.8375 -0.08 -0.06 0.07
H 0.0131 -3.1513 -6.2314 -0.04 0.12 0.05
H -0.1294 -4.3094 -3.4020 0.08 0.12 -0.08
H 0.8398 -4.9577 -4.7379 -0.01 0.09 -0.11
H -0.9343 -4.9636 -4.8125 0.10 0.03 -0.12
O 4.0724 -3.8189 -6.2367 -1.46 4.06 -1.21
P 5.3641 -3.0158 -6.2811 4.78 -7.45 2.22
O 6.2003 -4.0390 -7.2655 -0.40 1.03 -0.48
C 5.8640 -4.0879 -8.6480 0.13 -0.09 -0.38
C 6.5960 -3.0040 -9.4151 0.00 0.15 -0.01
O 5.9301 -3.6352 -4.8446 -0.23 1.28 0.35
C 5.0529 -3.7271 -3.7236 0.05 -0.41 0.14
C 4.7625 -5.1833 -3.4258 -0.04 -0.17 -0.01
O 6.7187 -2.0054 -6.2975 -2.84 1.11 -0.80
C 7.0976 -1.2607 -5.1387 0.22 0.66 0.29
C 8.3912 -1.8365 -4.5983 0.11 -0.37 -0.08
H 4.7815 -4.0040 -8.7852 0.00 -0.07 0.05
H 6.1679 -5.0698 -9.0176 -0.02 0.01 0.17
H 6.2488 -2.0130 -9.1099 -0.01 -0.01 -0.07
H 6.4339 -3.1121 -10.4894 -0.01 0.01 0.04
H 7.6677 -3.0450 -9.2119 -0.07 -0.08 -0.03
H 4.1305 -3.1666 -3.8901 -0.02 -0.11 -0.06
H 5.5614 -3.2700 -2.8678 0.08 0.04 -0.06
H 4.3031 -5.6759 -4.2839 -0.07 0.15 0.00
H 4.0940 -5.2802 -2.5667 0.04 0.00 -0.01
H 5.6895 -5.7199 -3.2112 -0.03 0.10 0.06
H 6.3096 -1.2538 -4.3826 0.06 -0.12 -0.03
H 7.2606 -0.2248 -5.4484 -0.10 -0.05 -0.06
H 8.2645 -2.8748 -4.2887 -0.13 0.10 0.01
H 8.7500 -1.2588 -3.7447 -0.06 0.08 -0.07
H 9.1607 -1.8331 -5.3736 -0.05 0.14 0.04
```
Forces are in eV/Å.

Properties
**Total charge**: +1
**Kohn-Sham gap**: 5.694 eV
**E_HOMO**: -11.106 eV
**Lowest unoccupied orbital energy**: -0.1989 Eh

***

| no. | E (eV) |
| --- | --- |
| 1 | -103705.174 |
| 2 | -103851.607 |